(1)
114
Properties=species:S:1:pos:R:3:lowdin_charge:R:1 method="wB97M-V/def2-TZVPD" homo_energy_ev=-10.49 homo_lumo_gap_ev=5.54 spin_multiplicity=1 total_charge=+1 lumo_energy_ev=-4.958
S 4.29515 -1.44357 -5.36201 0.17
P 3.03367 -0.03417 -5.78521 0.37
C 1.25940 -0.74985 -5.65749 -0.29
C 1.10861 -2.21733 -5.77873 -0.01
C -0.28999 -2.79348 -5.66095 0.04
C -1.41339 -1.88488 -5.41918 -0.01
N -1.22314 -0.49668 -5.30375 0.06
C 0.01571 0.12426 -5.42445 0.02
H 3.29764 0.57779 -7.04672 0.00
H 3.07041 0.98433 -4.77073 -0.02
H 1.94305 -2.94033 -5.95870 0.10
H -0.39009 -3.90304 -5.77493 0.08
H -2.44471 -2.30782 -5.33462 0.13
H -2.06372 0.05615 -5.11781 0.17
H 0.02550 1.26582 -5.33758 0.12
C 0.65827 -1.38778 -1.92435 -0.18
C -0.67094 -0.66864 -1.75413 -0.16
O -1.31386 -1.32554 -0.66227 -0.29
S -0.18358 -1.83974 0.37355 0.64
O -0.06755 -0.88488 1.41805 -0.18
O -0.39528 -3.22641 0.61408 -0.21
O 1.09913 -1.67558 -0.60322 -0.17
H 0.52932 -2.33577 -2.45621 0.13
H 1.39567 -0.77771 -2.44670 0.13
H -1.28891 -0.71997 -2.64945 0.11
H -0.52021 0.37914 -1.47617 0.15
C 2.43887 -3.34774 2.93403 -0.16
C 0.99688 -3.30674 3.40540 -0.18
O 1.01103 -3.93491 4.68796 -0.17
S 2.42837 -3.63374 5.41173 0.66
O 2.25648 -2.53399 6.29472 -0.27
O 2.99781 -4.87383 5.82061 -0.22
O 3.22369 -3.10745 4.10226 -0.18
H 2.69997 -4.33615 2.54561 0.13
H 2.64617 -2.59400 2.17420 0.13
H 0.32418 -3.82839 2.72962 0.11
H 0.65351 -2.27671 3.53675 0.12
C 2.28665 2.40907 4.94816 -0.18
C 2.83783 2.36121 6.36128 -0.16
O 2.23186 1.21145 6.95422 -0.18
S 1.99672 0.08703 5.81273 0.65
O 3.07102 -0.83987 5.86506 -0.25
O 0.63152 -0.31350 5.85443 -0.21
O 2.21511 1.04570 4.52308 -0.19
H 1.27548 2.82440 4.93358 0.13
H 2.92274 2.98299 4.27776 0.12
H 2.59990 3.25898 6.93044 0.13
H 3.92109 2.20920 6.35882 0.14
C -5.80534 -0.15099 1.94529 -0.15
C -6.26296 -0.37983 0.51816 -0.16
O -5.36651 0.39004 -0.28504 -0.19
S -3.91286 0.42101 0.42901 0.67
O -3.09298 -0.58717 -0.17413 -0.25
O -3.50144 1.77583 0.54779 -0.20
O -4.37745 -0.11215 1.87880 -0.17
H -6.15514 0.81307 2.32315 0.14
H -6.13476 -0.94288 2.61636 0.14
H -7.29251 -0.06427 0.35740 0.14
H -6.15636 -1.42819 0.23182 0.11
C -0.26443 3.51461 9.90720 -0.17
C -1.52417 3.66029 9.07262 -0.17
O -1.50743 5.01347 8.61198 -0.18
S 0.02797 5.48228 8.40108 0.66
O 0.35978 5.33888 7.02421 -0.27
O 0.22934 6.69406 9.11513 -0.20
O 0.73175 4.27384 9.21915 -0.19
H -0.39693 3.94833 10.90179 0.13
H 0.04849 2.47568 10.00433 0.14
H -2.42796 3.46061 9.64597 0.14
H -1.49681 3.00481 8.19764 0.13
C 2.65159 5.90737 -4.65607 -0.15
C 3.62300 4.91628 -5.26273 -0.16
O 3.40089 3.70127 -4.54001 -0.20
S 1.84615 3.61144 -4.11132 0.63
O 1.17831 2.78133 -5.07249 -0.29
O 1.77701 3.37227 -2.71560 -0.19
O 1.46514 5.15150 -4.39183 -0.17
H 3.02436 6.29862 -3.70665 0.14
H 2.43477 6.73621 -5.32816 0.14
H 4.65858 5.23784 -5.16869 0.14
H 3.39524 4.73042 -6.31570 0.14
C 3.46792 7.44072 3.55855 -0.17
C 3.87879 5.98596 3.70003 -0.17
O 2.99825 5.44616 4.68785 -0.21
S 1.56168 6.19615 4.58423 0.65
O 0.68768 5.38319 3.80738 -0.21
O 1.22121 6.67681 5.86994 -0.24
O 2.04464 7.44268 3.66358 -0.18
H 3.87049 8.04585 4.37510 0.14
H 3.77949 7.86623 2.60520 0.13
H 4.91696 5.87540 4.00973 0.14
H 3.71731 5.43734 2.76740 0.13
C -3.86882 -3.16553 -2.45433 -0.17
C -3.42984 -4.60965 -2.29903 -0.16
O -4.29663 -5.15200 -1.30390 -0.17
S -5.74368 -4.43363 -1.40914 0.64
O -6.60241 -5.26864 -2.17223 -0.21
O -6.09367 -3.93458 -0.12146 -0.22
O -5.29159 -3.18628 -2.34456 -0.19
H -3.47422 -2.54558 -1.64158 0.11
H -3.56797 -2.74531 -3.41409 0.10
H -2.38797 -4.69761 -1.99314 0.14
H -3.58493 -5.17220 -3.22473 0.13
C -0.08413 -6.76158 -9.36526 -0.16
C -1.52531 -6.69851 -8.89587 -0.17
O -1.51934 -7.31827 -7.60757 -0.18
S -0.10309 -7.03163 -6.88779 0.64
O -0.26462 -5.91833 -6.00385 -0.26
O 0.44505 -8.26664 -6.46503 -0.19
O 0.70145 -6.52300 -8.19268 -0.19
H 0.16560 -7.75458 -9.74624 0.14
H 0.13399 -6.01623 -10.12886 0.14
H -2.20573 -7.21669 -9.56917 0.14
H -1.85599 -5.66330 -8.77167 0.13



(2)
89
Properties=species:S:1:pos:R:3:lowdin_charge:R:1 method="wB97M-V/def2-TZVPD" homo_energy_ev=-9.67 homo_lumo_gap_ev=9.96 spin_multiplicity=1 total_charge=0 lumo_energy_ev=0.289
C 1.85625 -5.17433 2.35325 0.13
C 1.12260 -4.23883 2.32955 -0.14
C 0.21810 -3.09100 2.37358 -0.04
B -1.25549 -3.59910 2.12133 -0.56
O -1.59535 -4.60019 1.21252 0.27
B -2.24427 -5.59058 1.94017 -0.33
O -3.19241 -5.28731 2.92730 0.18
B -2.72875 -4.19009 3.63095 -1.09
I -2.51010 -4.11078 5.75921 0.96
O -2.34059 -3.10204 2.86352 0.19
H 2.48026 -5.99379 2.57341 0.03
H 0.52045 -2.26947 1.72457 0.12
H 0.23913 -2.69181 3.39046 0.13
H -1.98707 -6.72925 1.73574 0.13
C -4.77304 -1.05786 1.20627 -0.21
C -5.33258 -0.06399 0.18260 -0.21
C -5.94856 1.10442 0.95994 -0.21
S -5.04520 1.19983 2.50863 0.67
O -5.94646 0.89198 3.59126 -0.32
O -4.23116 2.39327 2.51825 -0.33
C -3.99992 -0.21969 2.21363 -0.22
H -4.13300 -1.80457 0.73781 0.11
H -5.59385 -1.58036 1.70556 0.12
H -4.52029 0.30918 -0.44463 0.07
H -6.06794 -0.53347 -0.47109 0.12
H -5.84290 2.04731 0.42761 0.10
H -6.99662 0.92685 1.19588 0.10
H -3.80831 -0.73837 3.15029 0.10
H -3.06606 0.14109 1.78676 0.08
C -0.24588 3.07478 -1.36723 -0.23
C -0.11893 2.76341 0.12581 -0.20
C -1.37276 1.98171 0.54155 -0.22
S -1.92833 1.11137 -0.92839 0.67
O -3.20970 1.64465 -1.32452 -0.32
O -1.71713 -0.30937 -0.75709 -0.33
C -0.68377 1.76961 -2.02724 -0.22
H 0.68935 3.43806 -1.77932 0.07
H -1.00553 3.84479 -1.52128 0.13
H 0.77073 2.15195 0.29552 0.12
H -0.00878 3.67023 0.71704 0.12
H -1.16021 1.25799 1.32481 0.10
H -2.17524 2.64613 0.85993 0.10
H -1.10700 1.90712 -3.02008 0.11
H 0.13594 1.05158 -2.06378 0.11
C -5.75291 -9.43442 3.95789 -0.22
C -5.57742 -9.71498 5.45569 -0.21
C -4.08292 -9.95124 5.70641 -0.22
S -3.20985 -9.01910 4.44295 0.65
O -2.52079 -9.94489 3.58040 -0.32
O -2.53255 -7.90448 5.05155 -0.33
C -4.66773 -8.42599 3.59389 -0.23
H -6.74657 -9.04981 3.73184 0.11
H -5.61076 -10.35696 3.39018 0.12
H -5.91459 -8.84911 6.02945 0.12
H -6.16897 -10.57095 5.77824 0.11
H -3.77280 -9.59723 6.68638 0.10
H -3.81640 -11.00014 5.59003 0.10
H -4.47020 -8.36774 2.52608 0.11
H -4.89866 -7.43607 3.98690 0.11
C 3.53699 6.49031 -4.11660 -0.22
C 4.03285 7.21877 -2.86301 -0.21
C 2.87486 7.24342 -1.85595 -0.21
S 1.87368 5.79703 -2.21156 0.67
O 0.58075 6.22884 -2.67994 -0.31
O 2.02026 4.84826 -1.13279 -0.34
C 2.83061 5.23675 -3.61422 -0.22
H 4.36164 6.24051 -4.79444 0.07
H 2.82925 7.12553 -4.65719 0.12
H 4.87911 6.67608 -2.43750 0.10
H 4.37529 8.22681 -3.09140 0.12
H 3.22735 7.18777 -0.82875 0.10
H 2.24654 8.12279 -1.98590 0.10
H 2.16911 4.78757 -4.35233 0.11
H 3.54767 4.49881 -3.25166 0.10
C 8.38072 3.33621 -5.02151 -0.22
C 9.45619 4.37293 -5.37019 -0.21
C 8.75485 5.72854 -5.52273 -0.21
S 7.30335 5.66103 -4.46905 0.68
O 6.12250 5.72171 -5.30196 -0.33
O 7.47826 6.54810 -3.34828 -0.32
C 7.52985 3.97240 -3.92695 -0.23
H 8.81728 2.39531 -4.69036 0.12
H 7.76566 3.13189 -5.90083 0.12
H 10.18690 4.42559 -4.56057 0.12
H 9.99409 4.10615 -6.27858 0.12
H 9.38641 6.55365 -5.20323 0.10
H 8.41784 5.89423 -6.54444 0.11
H 6.56059 3.49498 -3.79900 0.11
H 8.06298 4.00004 -2.97701 0.11



(3)
79
Properties=species:S:1:pos:R:3:mulliken_spin:R:1 method="wB97M-V/def2-TZVPD" homo_energy_ev="-7.40 / -7.90" homo_lumo_gap_ev="7.99 / 8.45" spin_multiplicity=4 total_charge=0 lumo_energy_ev="0.581 / 0.549"
Co -0.00150 0.06700 -0.09820 2.74
C -0.17700 0.10630 4.41700 0.00
C -0.67960 -0.36180 3.20440 -0.01
N -0.05210 0.20840 2.18350 0.09
N 0.83960 1.04950 2.70850 -0.01
C 0.79650 1.00870 4.04550 0.00
B 1.74460 1.95670 1.86940 -0.05
N 2.62740 1.06510 0.99900 -0.01
C 3.96240 1.04730 0.90450 0.00
C 4.31410 0.13240 -0.06750 0.00
C 3.09510 -0.36940 -0.52160 0.01
N 2.09640 0.19630 0.14000 0.05
N 0.84680 2.78320 0.94020 -0.01
C 0.81450 4.11580 0.80900 0.00
C -0.11530 4.43100 -0.16030 0.00
C -0.60430 3.19640 -0.58300 -0.01
N -0.01590 2.22050 0.09470 0.07
H -0.47930 -0.17150 5.40550 0.00
H -1.45900 -1.08630 3.07040 0.00
H 1.45280 1.62130 4.63200 0.00
H 2.39470 2.65970 2.56720 0.00
H 4.57300 1.66960 1.52630 0.00
H 5.29790 -0.12680 -0.40140 0.00
H 2.91040 -1.08460 -1.29430 0.00
H 1.44910 4.74360 1.40070 0.00
H -0.39870 5.40360 -0.50300 0.00
H -1.32860 2.98310 -1.34450 0.00
C -0.80760 1.56690 -5.79760 0.00
Si -0.02830 -0.04980 -5.13670 0.00
C -0.99970 -1.53770 -5.84960 0.00
C 1.77200 -0.14130 -5.77150 0.00
C -0.08810 -0.08280 -3.28800 0.01
C -0.13210 -0.06300 -2.06800 0.03
H -0.79450 1.60400 -6.88460 0.00
H -0.26680 2.43540 -5.43370 0.00
H -1.84120 1.66810 -5.47940 0.00
H -1.00510 -1.53270 -6.93740 0.00
H -2.03360 -1.52540 -5.51800 0.00
H -0.56390 -2.47960 -5.53010 0.00
H 1.80930 -0.11710 -6.85820 0.00
H 2.26440 -1.05340 -5.44710 0.00
H 2.35880 0.69530 -5.40440 0.00
N -3.05420 -0.98060 0.63710 0.00
N -2.33290 0.12250 0.08110 0.05
H -4.01210 -0.72300 0.87970 0.00
H -2.58230 -1.27200 1.48590 0.00
H -2.53520 1.00920 0.54790 0.00
H -2.59520 0.20880 -0.89850 0.00
C -1.11410 -5.33050 -1.85570 0.00
C -1.27730 -3.83360 -1.66710 0.01
C -2.73360 -3.47900 -1.43480 0.00
Sb -0.06270 -2.85220 -0.07930 0.00
C 1.92160 -3.74820 -0.56550 0.01
C 2.14770 -5.18250 -0.12400 0.00
C 2.15000 -3.59670 -2.06390 0.00
C -0.60400 -3.87140 1.84140 0.02
C 0.50180 -3.56200 2.83650 0.00
C -0.94010 -5.34750 1.79090 0.00
H -1.75060 -5.65990 -2.67910 0.00
H -1.41820 -5.87880 -0.96880 0.00
H -0.09300 -5.60690 -2.10310 0.00
H -0.92460 -3.31420 -2.56230 0.00
H -3.09430 -3.91950 -0.50750 0.00
H -3.34800 -3.85280 -2.25370 0.00
H -2.85570 -2.40140 -1.37030 0.00
H 2.62380 -3.10560 -0.02770 0.00
H 1.40530 -5.84390 -0.56100 0.00
H 2.11650 -5.27280 0.95880 0.00
H 3.13370 -5.51610 -0.45060 0.00
H 1.58500 -4.34250 -2.61860 0.00
H 3.20680 -3.72530 -2.30450 0.00
H 1.82980 -2.61850 -2.42140 0.00
H -1.50870 -3.33420 2.14180 0.00
H 1.39830 -4.13640 2.61850 0.00
H 0.18880 -3.80210 3.85290 0.00
H 0.76710 -2.50600 2.80490 0.00
H -0.10430 -5.93920 1.43080 0.00
H -1.80060 -5.51870 1.14910 0.00
H -1.19480 -5.69920 2.79230 0.00